# 1
Computed, not measured: C4H7FO as an isolated structure in a non-equilibrium geometry, with ωB97M-V/def2-TZVPD.

The energy above the lowest of the compared OMol25 structures with the same formula, charge and spin comes out at 80.56 kcal per mole. As for the HOMO energy: -9.91 eV. The LUMO energy is 0.029 Ha. The value obtained for the HOMO-LUMO gap is 10.706 eV.

Structure (ORCA input):
```
! wB97M-V def2-TZVPD RIJCOSX def2/J DEFGRID3
* xyz 0 1
C 2.1237 -0.5516 0.1850
C 0.7507 0.1713 -0.1813
C -0.3565 -0.3477 -0.4852
C -1.7266 0.5033 -0.2453
H 2.4211 0.3669 1.1273
H 2.6101 -0.4419 -0.7649
H 2.2252 -1.7317 0.5610
H -0.4447 -1.4720 -0.7011
H -1.3740 1.5006 0.2365
H -2.1316 0.7852 -1.2260
H -2.3457 -0.2747 1.1288
O -2.7818 -0.0570 0.3262
F 1.0303 1.5494 0.0392
*
```


# 2
Computed, not measured: the molecule C4H7FO in a non-equilibrium geometry, with ωB97M-V/def2-TZVPD.

The energy above the lowest of the compared OMol25 structures with the same formula, charge and spin comes out at 0.00 kcal per mole. As for the HOMO energy (alpha / beta): -6.09 / -10.51 eV. The LUMO energy (alpha / beta) is 0.035 / -0.090 Ha. The value obtained for the HOMO-LUMO gap (alpha / beta) is 7.055 / 8.050 eV.

Structure (ORCA input):
```
! wB97M-V def2-TZVPD RIJCOSX def2/J DEFGRID3
* xyz 0 3
C 0.0571 -1.1026 1.0545
C -0.2822 -0.5280 -1.2945
C -0.1614 1.4854 0.5835
C 0.4341 -0.1479 0.0268
O 0.9188 -1.7011 1.6749
F 1.7741 -0.0033 -0.0488
H -1.0452 -1.2762 1.0506
H -0.9972 -1.2267 -1.1422
H 0.5784 -0.9099 -1.9501
H -0.7195 0.2918 -1.7133
H -1.1427 1.4102 0.6609
H 0.3393 1.7365 1.4473
H 0.2463 1.9718 -0.3496
*
```


# 3
Computed, not measured: an isolated ion of composition C4H7FO2P and charge -1 in a non-equilibrium geometry, with ωB97M-V/def2-TZVPD.

The energy above the lowest of the compared OMol25 structures with the same formula, charge and spin comes out at 0.00 kcal per mole. As for the HOMO energy: -3.50 eV. The LUMO energy is 0.140 Ha. The value obtained for the HOMO-LUMO gap is 7.323 eV.

Structure (ORCA input):
```
! wB97M-V def2-TZVPD RIJCOSX def2/J DEFGRID3
* xyz -1 1
C 0.3184 1.5030 -0.0363
C -1.8883 -0.1758 -0.6147
C -0.7115 -0.7738 0.1322
C 0.4109 0.1344 0.3815
O 0.4243 2.2993 -0.8777
O 0.0255 1.3337 1.2344
F 1.9636 -1.3360 -1.2101
P 2.0175 -0.6724 0.6653
H -2.0609 0.7443 -0.1254
H -1.8272 -0.0551 -1.7613
H -2.7057 -0.7761 -0.5196
H -0.8038 -1.3316 1.1417
H -0.3262 -1.4696 -0.4705
H 2.9065 0.4390 0.0560
H 2.2568 0.1367 2.0045
*
```


# 4
Computed, not measured: C4H7FO2S as an isolated structure in a non-equilibrium geometry, with ωB97M-V/def2-TZVPD.

The energy above the lowest of the compared OMol25 structures with the same formula, charge and spin comes out at 98.23 kcal per mole. As for the HOMO energy: -10.49 eV. The LUMO energy is 0.026 Ha. The value obtained for the HOMO-LUMO gap is 11.199 eV.

Structure (ORCA input):
```
! wB97M-V def2-TZVPD RIJCOSX def2/J DEFGRID3
* xyz 0 1
C 2.0316 0.1505 1.2212
C 1.4411 -0.7256 0.4772
C -0.8069 0.7964 -1.6665
C -0.5456 -1.0203 0.6469
O -0.9178 1.5064 0.9024
O -2.7547 0.1917 -0.0246
F -0.8266 -2.2754 -0.1386
S -1.3393 0.4765 0.0075
H 3.1610 0.2521 1.1775
H 1.4710 0.8276 1.8302
H 1.8722 -1.4965 -0.0430
H -0.8765 -0.1598 -2.0288
H -1.4034 1.4852 -2.4163
H 0.2391 1.2965 -1.6877
H -0.7453 -1.3056 1.7427
*
```


# 5
Computed, not measured: the molecule C4H7FS in a non-equilibrium geometry, with ωB97M-V/def2-TZVPD.

The energy above the lowest of the compared OMol25 structures with the same formula, charge and spin comes out at 43.79 kcal per mole. As for the structure (SMILES): C=CSCCF. As for the HOMO energy: -8.82 eV. The LUMO energy is 0.033 Ha. The value obtained for the HOMO-LUMO gap is 9.715 eV.

Structure (ORCA input):
```
! wB97M-V def2-TZVPD RIJCOSX def2/J DEFGRID3
* xyz 0 1
C 1.1810 -0.9128 0.8197
C 1.4676 0.4040 0.2205
C -1.2124 0.8016 -0.8922
C -2.2455 0.0686 -0.5839
H 1.6085 -0.8958 1.7783
H 0.0609 -1.1531 0.8538
H 1.3681 1.1412 0.9787
H 2.5604 0.4353 -0.0224
H -1.4047 1.9005 -0.7156
H -2.3072 -0.9805 -0.8321
H -3.2199 0.5569 -0.2997
F 1.7055 -1.8915 0.0282
S 0.4378 0.5256 -1.3332
*
```


# 6
Computed, not measured: the molecule C4H7FS2 in a non-equilibrium geometry, with ωB97M-V/def2-TZVPD.

The energy above the lowest of the compared OMol25 structures with the same formula, charge and spin comes out at 8.62 kcal per mole. As for the structure (SMILES): F[C@H]1[C@H](S)C[C@@H]1S. As for the HOMO energy: -9.21 eV. The LUMO energy is 0.031 Ha. The value obtained for the HOMO-LUMO gap is 10.062 eV.

Structure (ORCA input):
```
! wB97M-V def2-TZVPD RIJCOSX def2/J DEFGRID3
* xyz 0 1
C 0.1376 -0.9809 0.5147
C 0.6340 0.4172 0.9503
C -0.4069 1.0233 -0.0458
C -0.2712 -0.3028 -0.8072
H 0.5138 -3.2491 -0.0528
H -0.7724 -1.2337 1.1463
H 0.5028 0.7246 1.9938
H 1.6480 0.5622 0.5692
H -1.4222 1.1029 0.4508
H -1.0735 2.7584 -1.5426
H 0.5739 -0.3531 -1.5083
F -1.4681 -0.7460 -1.3745
S 1.3460 -2.3528 0.4940
S 0.0581 2.6298 -0.7878
*
```


# 7
Computed, not measured: the molecule C4H7FS2 in a non-equilibrium geometry, with ωB97M-V/def2-TZVPD.

The energy above the lowest of the compared OMol25 structures with the same formula, charge and spin comes out at 34.04 kcal per mole. As for the structure (SMILES): CSC(=S)[C@H](C)F. As for the HOMO energy: -8.59 eV. The LUMO energy is -0.013 Ha. The value obtained for the HOMO-LUMO gap is 8.227 eV.

Structure (ORCA input):
```
! wB97M-V def2-TZVPD RIJCOSX def2/J DEFGRID3
* xyz 0 1
C -2.8058 -0.1087 -0.0584
C 0.1161 0.1549 -0.2404
C 1.4072 -0.6030 -0.3139
C 1.8968 -0.8527 1.0828
H -3.0605 0.1863 1.0377
H -2.9018 0.7940 -0.8268
H -3.6619 -0.7204 -0.4220
H 1.4012 -1.4053 -0.9491
H 1.4020 -1.9494 1.4054
H 2.9244 -1.0725 0.8799
H 1.8668 -0.0120 1.8670
F 2.2375 0.3328 -0.9598
S -1.1654 -1.0420 -0.1244
S -0.1967 1.6445 0.3010
*
```


# 8
Computed, not measured: C4H7I2N as an isolated structure in a non-equilibrium geometry, with ωB97M-V/def2-TZVPD.

The energy above the lowest of the compared OMol25 structures with the same formula, charge and spin comes out at 68.26 kcal per mole. As for the HOMO energy (alpha / beta): -8.55 / -8.54 eV. The LUMO energy (alpha / beta) is -0.078 / -0.078 Ha. The value obtained for the HOMO-LUMO gap (alpha / beta) is 6.417 / 6.410 eV.

Structure (ORCA input):
```
! wB97M-V def2-TZVPD RIJCOSX def2/J DEFGRID3
* xyz 0 1
C -0.5878 0.4408 0.4386
C 0.8652 -0.3167 0.4253
C -1.6877 -0.5787 0.0236
C 1.1118 -1.4498 -0.2649
N -0.6507 1.5153 -0.5340
I 2.8973 2.8487 -1.6711
I 0.5795 3.0135 -0.0789
H -0.7142 0.8387 1.3985
H 1.6004 0.2974 0.9041
H -1.6058 -0.8607 -0.9970
H -2.6745 -0.1503 0.3879
H -1.4643 -1.5843 0.6260
H 0.2646 -2.1288 -0.4947
H 2.0662 -1.8853 -0.1635
*
```


Repeat the eighth record exactly.
Computed, not measured: C4H7I2N as an isolated structure in a non-equilibrium geometry, with ωB97M-V/def2-TZVPD.

The energy above the lowest of the compared OMol25 structures with the same formula, charge and spin comes out at 68.26 kcal per mole. As for the HOMO energy (alpha / beta): -8.55 / -8.54 eV. The LUMO energy (alpha / beta) is -0.078 / -0.078 Ha. The value obtained for the HOMO-LUMO gap (alpha / beta) is 6.417 / 6.410 eV.

Structure (ORCA input):
```
! wB97M-V def2-TZVPD RIJCOSX def2/J DEFGRID3
* xyz 0 1
C -0.5878 0.4408 0.4386
C 0.8652 -0.3167 0.4253
C -1.6877 -0.5787 0.0236
C 1.1118 -1.4498 -0.2649
N -0.6507 1.5153 -0.5340
I 2.8973 2.8487 -1.6711
I 0.5795 3.0135 -0.0789
H -0.7142 0.8387 1.3985
H 1.6004 0.2974 0.9041
H -1.6058 -0.8607 -0.9970
H -2.6745 -0.1503 0.3879
H -1.4643 -1.5843 0.6260
H 0.2646 -2.1288 -0.4947
H 2.0662 -1.8853 -0.1635
*
```